# 1
20
Properties=species:S:1:pos:R:3:forces:R:3 method="wB97M-V/def2-TZVPD" total_energy_ev=-12889.6271 spin_multiplicity=1 smiles="CN=C(N)N.CC(=O)O" e_above_lowest_kcal_mol=73.9
C 0.792 2.965 0.831 -0.0962 -0.0116 2.3682
N 0.491 1.580 0.522 -0.8872 -1.5042 -6.4506
C 0.283 1.254 -0.816 2.7001 4.5364 3.5819
N 0.354 2.178 -1.949 -0.3828 -3.3450 1.6030
N 0.253 -0.003 -1.217 0.7070 -3.2546 -0.3283
H 1.124 3.817 0.196 -0.3052 -1.0911 -0.7572
H 1.646 2.848 1.570 -1.2183 0.6374 -0.3477
H -0.164 3.272 1.315 1.0343 0.6073 0.2754
H 0.194 3.105 -1.689 0.3162 1.5215 -0.1853
H 0.963 1.870 -2.720 -0.5617 0.8998 0.7907
H 0.797 -0.733 -0.685 -0.9133 1.2302 -0.6269
H 0.443 -0.048 -2.207 -0.3569 -0.5700 0.0047
C -1.543 -3.459 0.618 0.8672 1.0977 2.2539
C -0.265 -2.672 0.935 1.8135 3.2265 -0.2410
O 0.803 -2.666 0.335 -1.5592 -2.2019 -0.5966
O -0.312 -1.573 1.783 -2.8367 -1.7929 0.8476
H -1.345 -4.469 0.509 0.6543 -1.7303 -2.0349
H -2.186 -2.840 0.055 0.0753 0.3327 -2.3487
H -2.345 -3.609 1.309 0.1807 0.6023 2.3513
H 0.017 -0.818 1.304 0.7688 0.8098 -0.1594


# 2
20
Properties=species:S:1:pos:R:3:forces:R:3 method="wB97M-V/def2-TZVPD" total_energy_ev=-12887.8512 spin_multiplicity=1 e_above_lowest_kcal_mol=114.8
C -0.245 0.248 -1.012 0.0136 -0.0105 0.1389
C -0.913 -1.268 0.479 0.2294 -0.0476 -0.1366
C 0.206 -1.987 0.923 -0.2308 0.0670 -0.0263
N 0.965 1.469 0.719 -0.0088 0.0532 -0.0143
C 0.925 0.557 -0.324 -0.2196 -0.2338 0.1115
N 0.276 2.706 0.692 0.0606 -0.1497 -0.0899
O -1.408 1.034 -1.010 0.1063 -0.0728 -0.0258
O -1.824 -1.885 -0.339 0.1549 0.1830 0.0590
N 1.922 -0.362 -0.294 -0.1314 0.0710 0.0423
H -1.560 1.390 -1.893 0.0337 -0.0386 0.0684
H -2.435 -1.211 -0.667 0.0410 -0.0334 0.0373
H 1.886 1.555 1.121 -0.0512 -0.0080 -0.0543
H -0.172 -0.460 -1.830 0.0208 -0.0079 0.0297
H -1.302 -0.449 1.077 -0.0043 0.0073 -0.0335
H 0.367 3.136 -0.225 -0.0005 -0.0560 0.0661
H -0.708 2.527 0.843 0.0489 0.0050 -0.0126
H 1.964 -0.859 -1.181 -0.0623 0.0232 0.0249
H 1.290 -1.286 0.391 0.0043 0.1829 -0.1323
H 0.289 -3.009 0.564 -0.0037 0.0328 -0.0097
H 0.475 -1.845 1.965 -0.0007 0.0329 -0.0429


# 3
20
Properties=species:S:1:pos:R:3:forces:R:3 method="wB97M-V/def2-TZVPD" total_energy_ev=-12884.0989 spin_multiplicity=1 smiles="CN/C(N(C)O)=[N+](/C)[O-]" e_above_lowest_kcal_mol=201.3
C -2.060 -1.705 -0.132 -1.4060 -0.1409 1.7788
N -0.640 -1.439 0.074 1.9339 2.8782 -0.3634
C -0.020 -0.217 0.038 -0.3488 -1.4218 -0.3269
N -0.724 0.967 -0.151 2.2446 -0.2372 -0.7298
C -0.113 2.043 -0.903 -0.1842 3.1354 2.0855
O -1.494 1.422 0.889 -5.3754 -2.7286 -0.8684
N 1.387 -0.234 -0.162 -3.9712 -3.8357 -0.6436
C 2.226 0.477 0.706 1.6562 2.6069 -2.4113
O 1.739 -1.603 -0.292 -1.2282 0.7718 -0.2858
H -2.592 -0.979 -0.807 0.5734 -0.2701 0.7242
H -2.753 -1.833 0.962 2.2571 0.5126 -3.1515
H -2.113 -2.674 -0.650 -0.1571 0.2677 0.4020
H 0.425 -1.896 -0.368 0.9231 -0.9173 0.8634
H 0.718 1.808 -1.524 0.6919 -0.6694 -0.0127
H 0.082 3.068 -0.296 0.1180 -2.6462 -0.6715
H -0.855 2.410 -1.535 -1.4716 0.4924 -1.4538
H -2.488 0.885 0.618 4.0043 2.6717 1.6992
H 2.186 0.060 1.762 0.3884 1.0160 -1.1803
H 1.791 1.556 0.386 1.5793 -1.7366 2.2024
H 3.282 0.400 0.093 -2.2278 0.2512 2.3437


# 4
20
Properties=species:S:1:pos:R:3:forces:R:3 method="wB97M-V/def2-TZVPD" total_energy_ev=-12890.4139 spin_multiplicity=1 smiles="CN=C(N)N.CC(=O)O" e_above_lowest_kcal_mol=55.7
C -1.626 -0.803 -0.750 -0.3782 -2.7884 -0.6138
N -0.546 -0.910 0.226 1.2064 1.0044 -1.7917
C 0.584 -1.473 -0.063 -1.0043 0.9558 5.4630
N 0.964 -2.255 -1.094 -0.2158 -1.8723 -2.0981
N 1.460 -1.458 1.104 0.7279 -0.5112 -1.8434
H -2.515 -1.071 -0.192 -0.3764 -0.2162 -0.0625
H -1.503 -1.531 -1.591 -0.0680 0.1399 0.7017
H -1.932 0.072 -1.305 0.9351 1.1412 0.5688
H 1.758 -1.917 -1.580 0.7489 0.1090 -0.5413
H 0.999 -3.287 -0.960 -0.0418 1.4733 0.2079
H 1.046 -1.122 1.953 0.2008 0.1660 0.0879
H 2.497 -1.520 1.029 -1.6460 0.0363 0.0526
C -0.375 2.250 -0.362 0.5226 1.4579 -1.9679
C 0.165 2.601 1.004 -0.8614 0.5556 -1.3529
O 0.655 3.629 1.340 0.4103 1.1708 -0.0811
O -0.050 1.657 1.895 0.7195 -2.9306 1.2898
H -0.128 1.214 -0.512 0.6643 -0.1611 -0.7903
H -0.212 2.990 -1.246 0.9145 -1.3716 1.6992
H -1.429 2.209 -0.491 -1.3247 0.0338 1.1623
H 0.188 0.723 1.594 -1.1337 1.6075 -0.0902


# 5
20
Properties=species:S:1:pos:R:3:forces:R:3 method="wB97M-V/def2-TZVPD" total_energy_ev=-12890.9793 spin_multiplicity=1 e_above_lowest_kcal_mol=42.7
C -2.430 0.972 -0.299 2.2645 1.3329 0.2483
C -0.161 1.199 -1.179 -0.1133 -1.8177 -0.1046
N -0.976 0.506 -0.432 -2.9745 0.6254 0.1344
N -0.604 2.244 -1.988 0.4580 -0.7116 1.2520
N 1.078 0.703 -1.203 1.6236 -0.2798 1.6729
H -0.602 -0.202 0.287 0.0467 0.9776 -0.6010
H -2.409 2.049 -0.796 -0.4370 -2.0185 1.8586
H -2.568 0.877 0.832 -0.6100 0.5386 -1.8148
H -1.235 2.029 -2.726 -0.5763 -0.3312 -0.2758
H 0.121 2.838 -2.286 0.9413 0.6667 -0.4857
H 1.387 0.132 -0.303 -0.9803 1.1612 -1.3935
H 1.812 1.210 -1.657 0.1206 0.2173 -0.2297
H -3.114 0.394 -0.921 0.1394 -0.3668 0.4404
C 1.940 -2.550 1.860 -1.0704 0.1800 1.7227
C 0.757 -1.540 1.715 -2.3995 -3.8440 0.2968
O 0.781 -0.368 1.365 2.6585 3.8354 -1.6189
O -0.381 -2.042 1.874 0.2816 -1.0836 0.4717
H 1.467 -3.551 1.763 0.5284 0.6935 0.0679
H 2.374 -2.461 2.892 -0.4743 -0.0947 -0.7678
H 2.764 -2.437 1.200 0.5730 0.3193 -0.8738


# 6
20
Properties=species:S:1:pos:R:3:forces:R:3 method="wB97M-V/def2-TZVPD" total_charge=+1 total_energy_ev=-12880.5943 spin_multiplicity=2 e_above_lowest_kcal_mol=103.7
C -0.438 -2.170 -0.820 -2.5902 -0.8161 -0.5868
C 0.597 -2.578 0.117 1.1531 0.2863 4.1909
O 0.175 -3.513 1.045 -1.2476 1.2430 1.4741
O 1.655 -2.094 0.436 0.2355 1.2383 -2.0160
H 0.037 -1.830 -1.745 -0.6422 0.0997 0.0401
H -1.288 -1.466 -0.375 2.2914 -1.1021 -0.7063
H -1.041 -3.132 -0.912 0.6489 1.2007 -0.7249
C 1.269 2.050 -1.292 -2.4733 -6.9299 -2.5984
C -0.724 2.034 0.204 -2.0383 1.2043 -1.0546
N -0.035 2.569 -0.901 -2.1082 -2.4877 0.9418
N -2.255 2.068 0.208 3.9070 1.1769 2.4394
N 0.040 1.630 1.193 0.5580 1.2567 -1.4710
H -0.557 2.789 -1.757 -0.3496 0.2033 0.8536
H 1.955 2.581 -0.831 3.9149 2.8522 1.1803
H 1.220 1.747 -2.403 0.6468 1.8804 1.3990
H -2.559 2.625 1.085 0.5285 -1.4880 -1.5480
H -2.511 2.655 -0.555 -0.5313 0.4115 -0.9025
H 0.317 -2.966 1.901 0.0624 -2.0845 -1.6928
H -0.183 1.060 1.974 -0.9798 -0.8161 0.5383
H 1.499 0.894 -0.989 -0.9859 2.6712 0.2438


# 7
19
Properties=species:S:1:pos:R:3:forces:R:3 method="wB97M-V/def2-TZVPD" total_charge=+1 total_energy_ev=-10278.1151 spin_multiplicity=1 smiles="[H]/N=N/NC(=[NH2+])C(C)C" e_above_lowest_kcal_mol=70.9
H -2.371 -4.030 0.254 0.4920 1.8380 0.1810
N -1.705 -3.232 0.492 0.0293 -2.2803 0.4391
N -1.983 -2.149 0.018 -3.0127 -0.8189 -1.7493
N -1.045 -1.276 0.292 3.0322 2.0626 0.9597
C -0.963 0.005 -0.272 -0.1188 -4.8753 2.0532
N -1.966 0.516 -0.864 0.7202 3.1494 -0.3839
C 0.304 0.679 -0.165 0.4308 3.0006 -0.5008
C 1.450 -0.119 -0.781 1.2945 -1.2657 1.1732
C 0.670 1.114 1.217 1.4331 -1.3795 1.7246
H -0.326 -1.795 0.909 -0.4825 1.7205 -1.2323
H -1.881 1.537 -0.962 -0.3098 -0.7641 -0.6240
H -2.789 0.089 -1.147 -1.8423 -1.2261 -0.1271
H 0.179 1.700 -0.699 0.1329 -1.7596 0.2342
H 1.377 -1.254 -0.535 0.0224 1.9607 -0.7494
H 2.443 0.195 -0.304 -1.4659 -0.2015 -0.8230
H 1.466 0.102 -1.836 0.2838 -0.5122 -0.4216
H 1.244 0.312 1.725 -0.4410 0.1401 -0.1152
H -0.049 1.453 1.943 -0.7032 0.2781 -0.2449
H 1.417 1.854 1.059 0.5051 0.9332 0.2066


# 8
19
Properties=species:S:1:pos:R:3:forces:R:3 method="wB97M-V/def2-TZVPD" total_charge=+1 total_energy_ev=-10275.3283 spin_multiplicity=1 smiles="CNC/N=C(/C)N=[NH2+]" e_above_lowest_kcal_mol=135.2
C 0.792 -2.747 2.206 3.8876 0.5444 -1.5683
N 0.630 -2.129 0.881 -1.1896 0.6504 -0.9089
C 0.474 -0.741 0.682 0.5006 1.3650 1.0757
N 0.254 -0.308 -0.703 0.3729 -0.0681 1.5126
C -0.152 0.889 -1.030 0.4339 0.2783 -0.7706
C -0.127 1.309 -2.488 2.0175 -1.2624 2.3356
N -0.673 1.738 -0.106 -1.2233 -0.5926 1.0496
N -1.206 2.848 -0.404 -0.8040 0.8050 0.5498
H 0.148 -2.493 2.983 -1.6008 0.7305 1.0576
H 0.699 -3.782 1.930 0.2894 -0.5982 0.6773
H 1.882 -2.481 2.576 -2.0779 -0.8411 -0.7049
H -0.144 -2.496 0.352 0.0503 -1.1894 -0.0792
H 1.296 -0.239 1.304 -1.1281 0.0451 -1.1971
H -0.521 -0.483 1.178 0.5282 0.4557 -0.2301
H -0.129 0.402 -3.032 0.9846 -0.6198 -0.9976
H 0.659 2.045 -2.577 0.9352 -0.4755 -0.5594
H -0.921 1.826 -2.824 -3.4509 1.7483 -0.5502
H -1.973 3.266 0.108 0.0066 -0.9767 1.3603
H -0.988 3.576 -1.037 1.4679 0.0009 -2.0521


# 9
19
Properties=species:S:1:pos:R:3:forces:R:3 method="wB97M-V/def2-TZVPD" total_charge=+1 total_energy_ev=-10274.8283 spin_multiplicity=3 e_above_lowest_kcal_mol=18.8
C 0.391 1.399 -0.533 0.6231 1.3834 0.4663
C 1.757 1.005 -0.048 -1.6865 11.1829 0.3390
C -0.580 0.296 -0.370 -1.9777 -2.4391 -0.9725
C -2.686 -0.654 0.478 1.2939 -1.0015 -6.2550
N -1.739 0.424 0.237 0.5506 1.6708 0.7591
N -0.382 -0.908 -0.950 0.3415 1.0533 0.3489
N 2.990 -0.823 0.617 0.1525 -1.3502 0.5424
N 2.003 -0.205 -0.012 2.3941 -12.1751 -0.7159
H 0.161 2.314 0.055 -0.5831 -0.6452 -0.2869
H 2.284 1.809 0.446 0.4833 0.0224 0.0413
H 0.396 1.774 -1.583 -0.0307 -0.6253 0.1923
H -3.393 -0.710 -0.497 1.7150 -0.3952 1.9974
H -2.158 -1.605 0.662 -0.4977 0.5160 0.0973
H -3.315 -0.399 1.182 -2.8571 1.1701 4.0022
H 0.590 -1.091 -1.109 0.6572 -0.2422 -0.2914
H -0.985 -1.714 -0.827 0.0425 0.5951 -0.0318
H 3.802 -0.405 1.175 -1.6350 -0.5741 -0.9224
H 2.809 -1.892 0.548 1.2399 2.6012 0.5812
H -1.945 1.384 0.529 -0.2258 -0.7473 0.1085


# 10
21
Properties=species:S:1:pos:R:3:forces:R:3 method="wB97M-V/def2-TZVPD" total_charge=+1 total_energy_ev=-23161.8241 spin_multiplicity=1 smiles="NC(=[NH2+])N[C@@H](O)NCC=S" e_above_lowest_kcal_mol=0.0
N -3.009 1.030 0.988 3.6772 -2.2279 3.0536
C -2.073 0.716 0.063 -0.0731 -1.5698 3.8006
N -2.119 1.009 -1.153 -2.8023 2.9082 -3.1585
N -1.029 -0.027 0.368 1.9974 -2.3182 2.5087
C -0.098 -0.730 -0.597 -1.0028 0.5434 -1.4500
O 0.426 0.215 -1.539 0.3047 -0.4737 1.1359
N 0.849 -1.351 0.209 -0.5917 -0.3236 0.4050
C 1.897 -0.576 0.772 1.4818 3.5463 -1.1297
C 3.280 -0.497 0.026 -1.9672 -0.7318 -0.0629
S 4.197 0.787 -0.048 0.3935 0.4450 -0.1083
H -2.658 0.750 1.988 -1.5432 1.0629 -2.5692
H -3.779 1.626 0.908 -1.0240 0.9764 -0.4236
H -2.693 1.857 -1.258 0.5829 -0.8118 -1.5751
H -1.391 0.624 -1.726 0.1544 1.0185 -0.9384
H -0.799 -0.408 1.322 -1.0007 0.7168 -1.3557
H -0.614 -1.479 -1.285 0.2221 0.7716 1.3909
H 1.217 0.532 -1.067 -0.0827 0.5677 -0.7857
H 1.028 -2.241 -0.151 0.8573 -1.5173 -0.1629
H 2.340 -0.888 1.698 -0.9352 -0.4470 1.1516
H 1.510 0.536 0.836 0.8215 -2.0974 0.5043
H 3.520 -1.487 -0.355 0.5300 -0.0385 -0.2306


# 11
20
Properties=species:S:1:pos:R:3:forces:R:3 method="wB97M-V/def2-TZVPD" total_energy_ev=-11772.8161 spin_multiplicity=1 e_above_lowest_kcal_mol=86.1
C -0.191 -0.711 -0.307 -4.6858 -1.7339 3.1123
N -0.150 0.658 -0.380 3.7909 2.5032 -4.2330
C -1.852 -0.831 0.645 2.6555 -1.0366 -1.9870
N 0.242 1.307 0.796 0.5027 -0.1473 0.0340
N 0.815 -1.396 0.390 0.9784 -0.0302 -0.0496
N -1.735 -0.433 1.935 0.1350 0.2575 0.5722
C 1.069 0.896 -1.719 -1.7312 0.6994 1.7733
C 2.342 1.243 -1.620 -0.6008 -0.1887 0.6420
N -2.868 -1.420 0.187 -0.7654 0.1245 0.0273
H -0.446 -1.173 -1.256 0.1167 0.1473 -0.0246
H 1.235 1.166 0.983 -0.0786 0.0470 0.0564
H 0.088 2.300 0.662 -0.0157 -0.1521 -0.0246
H 0.884 -1.122 1.362 -0.1662 -0.1579 -0.0452
H 0.746 -2.400 0.309 -0.0473 0.0899 0.0615
H -1.104 0.343 2.094 -0.1492 -0.1439 -0.0076
H -2.571 -0.469 2.505 0.0238 0.0011 -0.1855
H -2.812 -1.700 -0.787 0.3254 0.0144 0.1276
H 0.528 0.921 -2.659 -0.1755 -0.1052 0.1673
H 2.874 1.186 -0.677 -0.0305 0.1986 0.0740
H 2.904 1.635 -2.463 -0.0823 -0.3872 -0.0910


# 12
17
Properties=species:S:1:pos:R:3:forces:R:3 method="wB97M-V/def2-TZVPD" total_energy_ev=-7862.2485 spin_multiplicity=1 smiles=CCOCCN e_above_lowest_kcal_mol=53.2
C 1.788 0.933 -0.011 1.5547 -2.6217 -0.6369
C 1.454 -0.576 -0.112 -0.1268 0.7800 1.7806
O 0.277 -0.737 -0.828 -1.7265 -1.1269 0.6508
C -0.857 -1.181 0.029 1.5138 -1.7185 -2.4780
C -1.407 0.085 0.506 -3.3734 -1.2271 2.4415
N -1.952 0.754 -0.627 -0.1710 2.6526 0.3248
H 2.577 1.139 0.690 0.9003 -0.0147 -0.1132
H 0.966 1.308 0.457 -2.4138 1.6976 0.7265
H 1.953 1.284 -1.010 0.1324 0.6815 -0.2728
H 1.279 -0.964 0.948 0.7717 0.1587 -1.2706
H 2.110 -1.169 -0.700 1.5760 -0.3934 0.2177
H -1.365 -1.801 -0.744 -0.7800 0.8506 0.8519
H -0.578 -1.909 0.806 0.4348 0.5128 -0.0747
H -0.598 0.521 1.107 -0.4149 0.4810 -0.0524
H -2.334 -0.117 1.189 1.7815 0.2484 -0.5710
H -2.081 1.775 -0.378 0.2031 -1.5622 -0.8232
H -1.233 0.656 -1.322 0.1380 0.6013 -0.7011


M? In order: 133.15 133.15 133.15 133.15 133.15 133.15 115.16 115.16 115.16 163.23 129.17 89.14 g/mol.